[1]
{"formula": "C7H15BeBrN2O2", "method": "ωB97M-V/def2-TZVPD", "spin_multiplicity": 1, "charge": 2, "orbital_gap_ev": 3.58, "lumo_ev": -12.95, "homo_energy_ev": -16.536, "elements": ["C", "C", "N", "C", "O", "C", "C", "N", "C", "C", "O", "Br", "H", "H", "H", "H", "H", "H", "H", "H", "H", "H", "H", "H", "H", "H", "H", "Be"], "positions_angstrom": [[3.21902, 1.63597, 1.48131], [2.02735, 1.01326, 0.78722], [2.37434, 0.35809, -0.44154], [1.33812, -0.47059, -1.01525], [0.16940, 0.23671, -1.00093], [-0.99621, -0.44155, -1.36438], [-1.36976, -1.47387, -0.21130], [-1.17302, -0.83874, 1.05112], [-2.05381, 0.61322, -1.60851], [-3.42361, 0.16913, -1.15142], [-4.12178, -0.55393, -1.79546], [-3.99301, 0.74292, 0.63527], [3.90981, 0.90787, 1.87122], [2.83064, 2.22005, 2.29574], [3.67747, 2.32312, 0.78934], [1.30974, 1.79419, 0.61088], [1.49610, 0.28198, 1.46304], [3.13822, -0.28630, -0.23592], [1.28957, -1.36226, -0.35964], [1.65210, -0.79911, -2.00561], [-0.80202, -1.00689, -2.26752], [-0.66243, -2.28609, -0.28276], [-2.35154, -1.90209, -0.35348], [-0.70203, -1.46886, 1.73766], [-2.01867, -0.37712, 1.40574], [-2.08595, 0.93035, -2.63275], [-1.76329, 1.48422, -1.03849], [-0.91478, -1.44368, 3.63644]], "lowdin_charge": [-0.04, -0.24, 0.11, -0.19, -0.04, -0.24, -0.14, 0.05, -0.09, -0.74, 0.11, 0.82, 0.09, 0.09, 0.10, 0.13, 0.14, 0.17, 0.17, 0.18, 0.18, 0.13, 0.14, -0.08, -0.03, 0.15, 0.12, 0.96]}

=====

[2]
{"formula": "CH6N2O", "method": "ωB97M-V/def2-TZVPD", "smiles": "NC=O.N", "spin_multiplicity": 1, "e_above_lowest_ev": 0.193, "orbital_gap_ev": 10.77, "lumo_ev": 1.09, "homo_energy_ev": -9.679, "elements": ["N", "C", "O", "H", "H", "H", "N", "H", "H", "H"], "positions_angstrom": [[0.26549, 0.43371, -1.33108], [-0.51292, -0.61464, -1.04719], [-0.67142, -1.02528, 0.09884], [0.24823, 1.04231, -2.14820], [0.58760, 0.88762, -0.45967], [-0.90155, -1.10749, -1.92760], [0.64839, 0.85000, 1.85726], [0.19959, 1.30610, 2.61404], [0.30529, -0.07814, 1.75832], [1.61254, 0.85367, 1.97227]], "lowdin_charge": [0.11, -0.42, -0.03, 0.11, 0.08, 0.11, 0.05, 0.01, -0.01, -0.01]}

=====

[3]
{"formula": "C13H13IN5PdS", "method": "ωB97M-V/def2-TZVPD", "spin_multiplicity": 1, "charge": 1, "orbital_gap_ev": 7.63, "lumo_ev": -3.66, "homo_energy_ev": -11.289, "elements": ["Pd", "C", "C", "N", "N", "C", "N", "S", "C", "C", "C", "C", "C", "N", "H", "H", "H", "H", "H", "H", "H", "H", "H", "I", "C", "C", "C", "C", "C", "N", "H", "H", "H", "H"], "positions_angstrom": [[-0.07867, 1.27913, 0.04113], [2.19172, -0.43442, 3.18851], [1.15441, 0.06045, 2.24027], [1.42372, 0.80815, 1.22326], [2.70350, 1.18803, 0.96912], [2.79621, 1.97150, -0.07480], [4.01205, 2.41200, -0.42339], [1.45140, 2.51763, -1.05913], [-0.27168, -0.27166, 2.42538], [-0.73018, -0.99744, 3.50970], [-2.09188, -1.24046, 3.63435], [-2.95500, -0.75228, 2.67231], [-2.42600, -0.04051, 1.60648], [-1.12455, 0.19285, 1.48375], [3.17365, -0.10094, 2.87378], [2.17540, -1.52506, 3.22698], [1.99373, -0.06036, 4.19478], [4.79765, 2.21188, 0.17170], [4.12117, 3.06628, -1.17650], [-0.03470, -1.36393, 4.24998], [-2.46801, -1.80414, 4.47712], [-4.02104, -0.91534, 2.73138], [-3.06031, 0.34802, 0.82135], [-2.02240, 1.91591, -1.70735], [-1.46107, 0.31226, -2.98764], [-1.74528, 0.41752, -4.33643], [-1.34502, -0.64826, -5.12834], [-0.69872, -1.72430, -4.53892], [-0.47678, -1.70122, -3.17172], [-0.85959, -0.68379, -2.39505], [-2.24451, 1.28106, -4.75087], [-1.53439, -0.63066, -6.19318], [-0.36946, -2.56859, -5.12736], [0.02461, -2.51932, -2.67064]], "lowdin_charge": [0.46, -0.01, -0.24, -0.13, 0.01, -0.82, 0.10, 0.56, -0.20, 0.01, -0.02, -0.02, -0.11, -0.03, 0.07, 0.10, 0.10, 0.12, 0.10, 0.12, 0.12, 0.12, 0.08, 1.07, -0.72, -0.11, -0.04, -0.04, -0.12, 0.01, 0.10, 0.12, 0.11, 0.12]}

=====

[4]
{"formula": "C33H44EuN5O3P", "method": "ωB97M-V/def2-TZVPD", "spin_multiplicity": 7, "s_squared": 12.010, "charge": 1, "e_above_lowest_ev": 0.049, "orbital_gap_ev": [7.29, 8.01], "lumo_ev": [-2.75, -2.05], "homo_energy_ev": [-10.041, -10.057], "elements": ["Eu", "N", "C", "C", "N", "C", "C", "N", "C", "C", "N", "H", "H", "H", "H", "H", "H", "H", "H", "H", "H", "H", "H", "H", "H", "H", "H", "H", "H", "C", "C", "C", "C", "C", "C", "P", "C", "C", "C", "C", "C", "C", "C", "C", "C", "C", "C", "C", "C", "C", "C", "C", "H", "H", "H", "H", "H", "H", "H", "H", "H", "H", "H", "H", "H", "H", "H", "H", "N", "C", "C", "O", "O", "H", "H", "H", "H", "C", "C", "C", "O", "H", "H", "H", "H", "H", "H"], "positions_angstrom": [[-0.60654, 0.93777, -0.21937], [1.10612, 0.89643, -2.20722], [0.80363, 1.66443, -3.42154], [-0.69109, 1.74720, -3.62074], [-1.38589, 2.40246, -2.49509], [-1.03547, 3.83972, -2.40808], [-0.58931, 4.28066, -1.02545], [0.48674, 3.40250, -0.54546], [-2.83929, 2.23896, -2.70348], [-3.62573, 2.61258, -1.46989], [-3.34417, 1.61936, -0.42094], [2.06356, 1.04341, -1.90532], [1.03564, -0.10198, -2.39592], [1.25727, 1.21816, -4.31172], [1.24722, 2.65677, -3.32104], [-1.09704, 0.73609, -3.70007], [-0.91344, 2.26150, -4.56672], [-1.89089, 4.44999, -2.71782], [-0.24701, 4.05987, -3.13150], [-1.41212, 4.20367, -0.31430], [-0.29331, 5.33454, -1.06880], [0.80028, 3.68109, 0.37847], [1.29958, 3.48549, -1.14797], [-3.03210, 1.19022, -2.94346], [-3.16387, 2.84042, -3.56356], [-4.69019, 2.65849, -1.71838], [-3.34155, 3.60270, -1.10968], [-3.82411, 0.76977, -0.71382], [-3.77947, 1.89480, 0.45274], [4.56429, -3.64841, -2.99695], [4.50491, -2.28180, -2.76101], [3.49983, -1.76594, -1.95806], [2.54875, -2.59986, -1.36997], [2.62550, -3.97004, -1.60742], [3.62493, -4.48883, -2.41955], [1.30958, -1.82066, -0.28034], [0.14189, -3.19013, 0.04046], [-0.63419, -3.65423, -1.02681], [-1.55763, -4.66812, -0.84115], [-1.74084, -5.22219, 0.42285], [-0.98656, -4.76318, 1.49022], [-0.03974, -3.76057, 1.29689], [2.20221, -1.61241, 1.27655], [3.05211, -2.59632, 1.71704], [3.77772, -2.45564, 2.91265], [3.65346, -1.30196, 3.62838], [2.81138, -0.25146, 3.18793], [2.77055, 0.95519, 3.93377], [2.00994, 1.99122, 3.49980], [1.22832, 1.82912, 2.32525], [1.17009, 0.69028, 1.55308], [2.03970, -0.38392, 1.99893], [5.34454, -4.05642, -3.62527], [5.24094, -1.62111, -3.19914], [3.48417, -0.70009, -1.76346], [1.90128, -4.63994, -1.16218], [3.67105, -5.55512, -2.59619], [-0.52113, -3.21565, -2.01125], [-2.14610, -5.01921, -1.67826], [-2.46691, -6.01073, 0.56903], [-1.11484, -5.19548, 2.47405], [0.56563, -3.42970, 2.13364], [3.17362, -3.49977, 1.13016], [4.43413, -3.24802, 3.24568], [4.21503, -1.16155, 4.54402], [3.37192, 1.03518, 4.83105], [1.99391, 2.92787, 4.04440], [0.62856, 2.69386, 2.05896], [-1.83582, -0.83946, 1.27003], [-2.86309, -1.48277, 0.42722], [-2.68943, -1.12924, -1.04632], [-3.63761, -1.20358, -1.80363], [-1.50114, -0.69061, -1.36896], [-1.04341, -1.47408, 1.33997], [-2.17463, -0.74666, 2.22109], [-2.86767, -2.57378, 0.50614], [-3.85252, -1.13229, 0.72372], [-2.32331, 4.17636, 3.15356], [-1.89086, 2.80538, 2.72870], [-1.78404, 1.73188, 3.76416], [-1.63545, 2.59017, 1.55075], [-2.89793, 4.16414, 4.07723], [-2.88214, 4.65867, 2.35497], [-1.41599, 4.75882, 3.33822], [-1.42106, 2.13661, 4.70869], [-1.13686, 0.93012, 3.42026], [-2.79645, 1.35901, 3.95258]], "lowdin_charge": [1.88, -0.07, -0.23, -0.20, -0.21, -0.18, -0.24, -0.03, -0.19, -0.22, -0.01, 0.07, 0.04, 0.13, 0.10, 0.12, 0.14, 0.13, 0.12, 0.08, 0.12, 0.06, 0.09, 0.12, 0.13, 0.13, 0.10, 0.06, 0.08, -0.08, -0.08, -0.11, -0.37, -0.09, -0.07, 1.07, -0.40, -0.12, -0.07, -0.08, -0.07, -0.10, -0.34, -0.09, -0.06, -0.03, -0.17, -0.05, -0.09, -0.22, -0.24, -0.21, 0.11, 0.11, 0.09, 0.10, 0.11, 0.12, 0.11, 0.11, 0.11, 0.10, 0.11, 0.11, 0.11, 0.11, 0.10, 0.04, -0.02, -0.15, -0.69, 0.05, -0.29, 0.04, 0.08, 0.11, 0.12, 0.01, -0.46, 0.00, -0.10, 0.09, 0.09, 0.11, 0.10, 0.06, 0.11]}

=====

[5]
{"formula": "C3HO3Sn", "method": "ωB97M-V/def2-TZVPD", "spin_multiplicity": 2, "s_squared": 0.754, "e_above_lowest_ev": 0.311, "orbital_gap_ev": [5.96, 7.46], "lumo_ev": [-1.09, -1.02], "homo_energy_ev": [-7.044, -8.479], "elements": ["C", "C", "O", "H", "O", "C", "O", "Sn"], "positions_angstrom": [[-1.30688, 0.44690, -0.12872], [-0.21184, -0.08425, -0.12165], [-2.53301, 0.88382, 0.01952], [-2.90783, 1.18144, -0.81968], [0.42129, -1.59495, 0.52044], [1.74285, -1.52730, 0.56466], [2.32643, -0.46352, 0.62867], [2.46900, 1.15786, -0.66324]], "lowdin_charge": [-0.22, -0.08, 0.08, 0.13, -0.03, -0.37, -0.42, 0.90]}

=====

[6]
{"formula": "C20H23ClN2O3S2", "method": "ωB97M-V/def2-TZVPD", "spin_multiplicity": 1, "e_above_lowest_ev": 19.983, "orbital_gap_ev": 8.45, "lumo_ev": 0.00, "homo_energy_ev": -8.453, "elements": ["O", "C", "N", "C", "S", "S", "C", "C", "C", "C", "C", "C", "C", "C", "H", "H", "Cl", "H", "H", "H", "C", "C", "C", "O", "N", "C", "H", "C", "H", "C", "O", "H", "H", "H", "H", "C", "C", "C", "C", "H", "H", "H", "H", "H", "H", "H", "H", "H", "H", "H", "H"], "positions_angstrom": [[-0.28670, -1.39011, -1.77336], [-0.92132, -1.73711, -0.91730], [-2.31922, -1.47657, -0.65091], [-2.70327, -2.09728, 0.48026], [-4.09185, -1.97781, 0.86345], [-1.41974, -3.14781, 1.39557], [-0.16149, -2.76084, 0.31682], [0.97473, -3.26240, -0.06711], [1.74872, -4.15974, 0.81253], [3.09763, -4.30078, 0.50068], [3.70370, -5.31187, 1.33072], [3.29788, -5.92470, 2.36910], [2.19049, -5.44874, 2.68654], [1.15009, -4.68022, 2.08303], [0.25252, -4.52258, 2.23649], [1.68001, -5.97601, 3.84441], [4.44818, -6.69937, 3.41296], [4.94008, -5.37732, 1.07798], [3.34267, -3.87169, -0.45289], [1.46385, -2.81720, -0.69923], [-2.88684, -0.64783, -1.42091], [-2.23715, 0.66687, -1.24358], [-1.77797, 1.18291, -0.00949], [-1.93582, 0.55576, 1.13002], [-1.08728, 2.21520, -0.25794], [-0.55076, 3.17969, -1.22169], [-0.85999, 2.85113, -2.09384], [0.84376, 2.85949, -1.48613], [1.66733, 3.25027, -0.50157], [1.35268, 1.49534, -1.63106], [0.60543, 0.94025, -2.91349], [0.65801, -0.02570, -2.94588], [2.37588, 1.32862, -1.76217], [1.12781, 0.86026, -0.84944], [1.34425, 3.45793, -2.34634], [-1.05085, 4.56686, -0.96024], [-0.35588, 5.12076, 0.16472], [-0.92538, 4.35399, 1.72427], [-0.51188, 2.80553, 1.27437], [-0.99273, 2.06189, 2.14424], [0.63979, 2.89054, 1.43015], [-0.53623, 4.54765, 2.70538], [-1.90437, 4.29112, 1.54250], [0.88866, 5.17239, 0.39127], [-0.69153, 6.04570, 0.42158], [-0.43242, 5.33281, -1.88715], [-1.87121, 4.83349, -1.02371], [-1.28022, 0.86696, -2.14434], [-2.98578, 1.45597, -1.91673], [-3.08598, -1.09679, -2.26797], [-3.93029, -0.47891, -0.89459]], "lowdin_charge": [0.18, -0.32, -0.18, -1.13, 0.90, 1.03, -0.40, -0.08, -0.17, 0.01, -0.15, -0.79, -0.16, 0.05, -0.07, 0.20, 0.69, 0.17, 0.11, 0.02, -0.28, -0.09, -0.50, -0.03, 0.08, -0.34, 0.08, -0.17, 0.19, -0.15, -0.13, 0.04, 0.10, 0.08, 0.16, -0.11, -0.17, -0.06, -0.04, 0.15, 0.10, 0.08, 0.02, 0.17, 0.04, 0.23, -0.01, 0.19, 0.20, 0.11, 0.13]}